[1]
Formula: C32H44N5O2P2RuSSe2
Source: the Open Molecules 2025 dataset
Level of theory: ωB97M-V/def2-TZVPD

Strongest force on any atom, eV Å⁻¹: 0.30
Molecular weight, g mol⁻¹: 883.7
Frontier orbital gap (alpha / beta), eV: 6.2215 / 6.5818
E, eV: -208133.174
⟨S²⟩: 6.03
HOMO level (alpha / beta), eV: -3.74 / -4.30

```
! RIJCOSX wB97M-V def2-TZVPD def2/J DEFGRID3
* xyz -1 5
Ru 1.34 0.69 0.78
O 0.75 -0.50 2.62
N 1.16 -1.75 2.69
C 1.19 -2.32 3.92
C 1.56 -3.63 4.10
C 1.92 -4.38 2.97
C 1.89 -3.78 1.73
C 1.51 -2.44 1.56
S 1.47 -1.68 0.04
H 0.90 -1.64 4.71
H 1.58 -4.04 5.10
H 2.22 -5.41 3.07
H 2.17 -4.33 0.84
Se 1.85 2.51 2.06
P 0.04 3.98 -0.62
Se -0.60 1.83 -0.55
C -1.16 4.71 -1.83
C -0.90 6.01 -2.24
C -1.76 6.68 -3.11
C -2.89 6.03 -3.60
C -3.15 4.73 -3.21
C -2.29 4.07 -2.33
C -0.78 4.72 0.86
C -2.07 4.39 1.28
C -2.65 5.05 2.35
C -1.95 6.04 3.03
C -0.66 6.37 2.63
C -0.09 5.71 1.55
H -0.01 6.52 -1.87
H -1.53 7.69 -3.42
H -3.55 6.54 -4.29
H -4.02 4.21 -3.59
H -2.50 3.05 -2.04
H -2.60 3.59 0.77
H -3.66 4.79 2.66
H -2.41 6.55 3.87
H -0.10 7.13 3.17
H 0.93 5.95 1.25
C -4.47 1.20 2.77
N -3.21 0.75 2.23
C -2.05 1.17 3.01
P -3.03 -0.60 1.27
O -1.69 -0.71 0.68
N -3.37 -2.01 2.12
C -2.30 -2.94 2.44
C -4.56 -2.15 2.94
N -4.36 -0.46 0.25
C -4.45 0.77 -0.54
C -4.71 -1.64 -0.54
H -4.48 2.29 2.81
H -4.64 0.83 3.80
H -5.30 0.87 2.15
H -2.05 2.26 3.10
H -1.14 0.86 2.52
H -2.07 0.74 4.03
H -1.45 -2.73 1.79
H -2.63 -3.97 2.28
H -1.97 -2.84 3.48
H -5.34 -1.48 2.58
H -4.36 -1.92 3.99
H -4.94 -3.17 2.88
H -4.12 1.62 0.05
H -5.49 0.92 -0.84
H -3.82 0.72 -1.44
H -4.65 -2.53 0.07
H -4.06 -1.76 -1.41
H -5.74 -1.52 -0.90
C 4.21 1.03 -3.83
N 3.01 1.30 -3.07
C 2.23 0.09 -2.89
C 3.23 2.03 -1.82
C 4.01 1.32 -0.72
C 5.40 1.26 -0.84
C 6.19 0.63 0.10
C 5.59 0.07 1.22
C 4.22 0.16 1.37
C 3.40 0.77 0.41
H 3.93 0.68 -4.83
H 4.86 0.27 -3.38
H 4.79 1.95 -3.95
H 1.96 -0.32 -3.88
H 1.31 0.31 -2.36
H 2.78 -0.69 -2.34
H 2.25 2.31 -1.43
H 3.75 2.96 -2.07
H 5.87 1.73 -1.70
H 7.27 0.60 -0.02
H 6.19 -0.42 1.98
H 3.76 -0.25 2.26
*
```

[2]
Formula: C6H24BrCuN12O6
Source: the Open Molecules 2025 dataset
Level of theory: ωB97M-V/def2-TZVPD

Strongest force on any atom, eV Å⁻¹: 2.33
Molecular weight, g mol⁻¹: 503.8
Frontier orbital gap (alpha / beta), eV: 9.0404 / 7.1002
E, eV: -151461.772
⟨S²⟩: 0.75
HOMO level (alpha / beta), eV: -10.96 / -10.89

```
! RIJCOSX wB97M-V def2-TZVPD def2/J DEFGRID3
* xyz 1 2
Cu -2.98 4.06 17.78
Br -2.36 1.40 17.72
C -2.19 3.53 14.31
O -2.75 4.19 15.21
N -1.93 2.21 14.44
N -1.59 4.14 13.24
H -1.84 1.77 15.35
H -1.42 1.75 13.71
H -1.62 5.14 13.13
H -1.00 3.58 12.66
C -1.24 5.30 20.59
O -1.98 4.96 19.67
N -0.38 4.45 21.19
N -1.21 6.56 21.08
H 0.06 4.66 22.06
H -0.13 3.64 20.65
H -1.84 7.20 20.62
H -0.41 6.98 21.51
C 0.29 4.67 17.03
O -0.79 4.21 17.36
N 1.48 4.30 17.61
N 0.44 5.55 15.98
H 1.42 3.66 18.38
H 2.29 4.80 17.31
H -0.38 5.70 15.43
H 1.29 6.07 15.87
C -5.35 4.29 20.25
O -4.60 4.02 19.32
N -5.43 5.57 20.74
N -6.18 3.38 20.87
H -6.10 5.97 21.36
H -4.82 6.15 20.18
H -5.80 2.45 20.82
H -6.62 3.82 21.66
C -3.73 7.02 16.74
O -3.53 6.18 17.63
N -3.96 8.32 17.03
N -3.81 6.70 15.43
H -4.01 8.55 18.01
H -3.82 9.06 16.37
H -3.61 5.74 15.15
H -4.01 7.39 14.74
C -5.65 2.93 16.06
O -4.96 3.77 16.66
N -5.64 1.62 16.43
N -6.65 3.28 15.23
H -4.98 1.28 17.11
H -6.19 0.99 15.88
H -6.79 4.26 15.03
H -7.32 2.65 14.83
*
```

[3]
Formula: C7H12F3N2
Source: the Open Molecules 2025 dataset
Level of theory: ωB97M-V/def2-TZVPD

Strongest force on any atom, eV Å⁻¹: 3.97
Molecular weight, g mol⁻¹: 181.2
Frontier orbital gap (alpha / beta), eV: 11.4789 / 4.6520
E, eV: -18575.040
HOMO level (alpha / beta), eV: -14.85 / -11.37

```
! RIJCOSX wB97M-V def2-TZVPD def2/J DEFGRID3
* xyz 1 1
C -1.14 1.38 0.35
C 0.03 -1.15 -0.30
C -1.29 -1.06 0.58
C 2.02 0.47 -0.52
C 1.29 -0.56 0.33
C -2.46 -1.59 -0.34
C 3.42 0.55 -0.76
N -1.68 0.33 0.92
N -1.48 2.65 0.45
F 1.29 1.41 -1.01
F 0.95 0.03 1.58
F 2.09 -1.69 0.72
H 0.47 -2.13 -0.52
H -0.30 -0.57 -1.20
H -1.24 -1.69 1.48
H -3.49 -1.74 -0.01
H -2.15 -2.54 -0.77
H -2.44 -0.75 -1.05
H 3.79 1.60 -0.71
H 3.75 0.35 -1.90
H 4.04 -0.07 -0.16
H -2.48 0.27 1.55
H -0.90 3.42 0.07
H -2.09 3.08 1.23
*
```

[4]
Formula: C4H7NO
Source: the Open Molecules 2025 dataset
Level of theory: ωB97M-V/def2-TZVPD

SMILES: C/C([O-])=C1\C[NH2+]1
Strongest force on any atom, eV Å⁻¹: 1.08
Molecular weight, g mol⁻¹: 85.1
Frontier orbital gap, eV: 9.2368
E, eV: -7795.873
HOMO level, eV: -8.22

```
! RIJCOSX wB97M-V def2-TZVPD def2/J DEFGRID3
* xyz 0 1
C 1.87 -0.25 0.76
C 0.67 0.45 0.19
O 0.49 1.67 0.33
C -0.18 -0.39 -0.62
C -1.52 -0.67 -0.14
N -1.44 0.52 -1.01
H 1.60 -1.27 1.06
H 2.26 0.32 1.60
H 2.63 -0.34 -0.02
H -1.78 -0.36 0.88
H -2.13 -1.48 -0.51
H -1.15 0.38 -1.97
H -1.30 1.43 -0.56
*
```

[5]
Formula: C8H12N3O3S
Source: the Open Molecules 2025 dataset
Level of theory: ωB97M-V/def2-TZVPD

Strongest force on any atom, eV Å⁻¹: 3.69
Molecular weight, g mol⁻¹: 230.3
Frontier orbital gap (alpha / beta), eV: 8.4210 / 8.4148
E, eV: -29925.639
HOMO level (alpha / beta), eV: -13.25 / -13.26

```
! RIJCOSX wB97M-V def2-TZVPD def2/J DEFGRID3
* xyz 1 1
C 0.35 -1.44 -0.52
C 1.80 0.99 -0.15
C -1.72 -0.22 2.73
C -1.07 0.53 1.66
C -0.63 0.86 -0.80
C -1.24 1.38 -2.10
C 2.24 -3.40 -1.06
C -1.67 0.86 0.37
N -0.39 -0.60 -0.87
N 0.62 1.53 -0.36
N 2.61 1.65 0.83
O 1.99 -0.16 -0.43
O 2.87 2.83 0.79
O -0.86 -0.87 1.85
S 0.78 -2.88 0.00
H -1.52 -0.07 3.81
H -2.74 -0.55 2.74
H -0.29 1.12 1.99
H -1.92 2.28 -1.95
H -1.85 0.62 -2.47
H -0.49 1.81 -2.82
H 1.86 -4.14 -1.79
H 2.94 -4.03 -0.45
H 2.53 -2.42 -1.56
H -2.45 0.09 0.11
H -2.16 1.85 0.31
H 0.40 2.39 0.12
*
```

[6]
Formula: C23H32F3HfN4O4S3
Source: the Open Molecules 2025 dataset
Level of theory: ωB97M-V/def2-TZVPD

Strongest force on any atom, eV Å⁻¹: 4.07
Molecular weight, g mol⁻¹: 760.2
Frontier orbital gap, eV: 7.1599
E, eV: -80481.313
HOMO level, eV: -11.34

```
! RIJCOSX wB97M-V def2-TZVPD def2/J DEFGRID3
* xyz 1 1
Hf 0.44 -0.36 -1.15
C 4.29 -1.87 3.62
C 2.86 -2.29 3.61
N 2.36 -2.58 2.25
C 2.17 -1.58 1.43
S 2.23 -1.90 -0.26
N 1.87 -0.43 1.81
N 1.38 0.43 0.90
C 1.32 1.66 1.28
C 1.86 2.10 2.61
C 0.83 2.60 0.27
C 0.64 3.97 0.39
C 0.03 4.69 -0.60
C -0.42 4.08 -1.75
C -0.13 2.75 -1.88
N 0.39 2.01 -0.86
H 4.52 -1.42 4.60
H 4.58 -1.11 2.90
H 5.00 -2.68 3.55
H 2.13 -1.56 4.05
H 2.68 -3.14 4.23
H 2.69 -3.39 1.77
H 1.57 1.35 3.29
H 1.58 3.13 2.89
H 2.96 2.07 2.63
H 1.08 4.53 1.28
H -0.17 5.74 -0.40
H -0.82 4.59 -2.61
H -0.30 2.16 -2.76
F -0.17 -4.90 -1.40
C -1.24 -4.18 -1.44
F -1.24 -3.49 -0.26
F -2.28 -4.98 -1.42
S -1.26 -3.05 -2.82
O -2.61 -2.82 -3.05
O -0.60 -1.84 -2.21
O -0.43 -3.63 -3.83
C 3.34 1.24 -4.95
C 2.33 0.34 -5.27
C 1.53 -0.17 -4.25
C 1.52 0.42 -2.98
C 2.50 1.40 -2.71
C 3.46 1.70 -3.61
H 3.93 1.55 -5.79
H 2.16 0.06 -6.31
H 0.84 -0.96 -4.51
H 2.68 1.88 -1.78
H 4.19 2.46 -3.44
C -2.39 3.14 1.88
C -2.81 2.37 0.59
C -3.38 0.98 0.93
S -2.03 -0.12 1.24
O -1.51 -0.30 -0.20
C -2.74 -1.68 1.65
C -3.79 -2.13 0.78
C -4.02 -3.67 1.10
H -1.89 4.13 1.78
H -1.66 2.50 2.42
H -3.30 3.30 2.43
H -1.82 2.19 0.20
H -3.34 2.94 -0.10
H -3.95 0.58 0.07
H -4.10 1.07 1.75
H -3.07 -1.59 2.71
H -1.90 -2.35 1.56
H -3.48 -2.04 -0.26
H -4.77 -1.70 0.92
H -3.18 -4.28 0.85
H -4.96 -4.00 0.51
H -4.17 -3.89 2.14
*
```

[7]
Formula: C41H34CoN2OP2S4
Source: the Open Molecules 2025 dataset
Level of theory: ωB97M-V/def2-TZVPD

Strongest force on any atom, eV Å⁻¹: 0.31
Molecular weight, g mol⁻¹: 819.9
Frontier orbital gap (alpha / beta), eV: 5.6046 / 5.5510
E, eV: -147646.238
⟨S²⟩: 0.80
HOMO level (alpha / beta), eV: -1.29 / -1.23

```
! RIJCOSX wB97M-V def2-TZVPD def2/J DEFGRID3
* xyz -2 2
Co 0.37 1.38 -0.72
S 3.63 0.68 2.34
P 1.97 -0.26 1.75
C 0.66 0.57 1.10
P -0.72 1.18 1.81
S -1.38 2.75 0.74
C -2.15 0.02 1.94
C -3.45 0.48 2.15
C -4.51 -0.41 2.24
C -4.28 -1.78 2.11
C -2.99 -2.24 1.88
C -1.94 -1.34 1.79
C -0.49 1.68 3.57
C 0.60 2.53 3.80
C 0.91 2.93 5.09
C 0.14 2.49 6.17
C -0.94 1.65 5.94
C -1.25 1.24 4.64
C 2.44 -1.54 0.51
C 1.52 -1.94 -0.46
C 1.86 -2.92 -1.38
C 3.11 -3.52 -1.34
C 4.03 -3.12 -0.38
C 3.70 -2.13 0.53
C 1.44 -1.34 3.15
C 0.97 -2.64 2.97
C 0.54 -3.40 4.04
C 0.55 -2.87 5.33
C 1.03 -1.58 5.52
C 1.48 -0.83 4.45
H -3.62 1.55 2.21
H -5.52 -0.04 2.38
H -5.11 -2.48 2.17
H -2.81 -3.30 1.76
H -0.93 -1.68 1.57
H 1.21 2.84 2.97
H 1.76 3.58 5.26
H 0.39 2.80 7.18
H -1.53 1.28 6.77
H -2.07 0.56 4.48
H 0.55 -1.46 -0.50
H 1.14 -3.21 -2.14
H 3.38 -4.28 -2.07
H 5.02 -3.57 -0.36
H 4.42 -1.78 1.27
H 0.95 -3.06 1.97
H 0.18 -4.41 3.88
H 0.20 -3.46 6.17
H 1.05 -1.15 6.52
H 1.88 0.17 4.60
C -1.19 2.79 -4.48
C -1.12 2.19 -3.10
N 0.01 2.21 -2.46
N 1.06 2.73 -3.22
C 2.21 2.62 -2.64
S 2.54 2.02 -1.06
S 3.60 2.98 -3.72
C 3.98 1.23 -4.08
C 2.79 0.50 -4.66
C 2.46 0.62 -6.01
C 1.30 0.05 -6.50
C 0.44 -0.63 -5.65
C 0.76 -0.75 -4.30
C 1.94 -0.21 -3.82
C -2.29 1.51 -2.55
C -3.58 1.90 -2.95
C -4.71 1.23 -2.55
C -4.56 0.08 -1.76
C -3.32 -0.34 -1.36
C -2.14 0.39 -1.68
O -1.01 -0.01 -1.21
H -0.51 2.24 -5.13
H -0.85 3.82 -4.48
H -2.20 2.72 -4.89
H 4.30 0.76 -3.15
H 4.81 1.25 -4.78
H 3.11 1.20 -6.66
H 1.05 0.16 -7.55
H -0.49 -1.04 -6.03
H 0.08 -1.23 -3.61
H 2.18 -0.29 -2.76
H -3.69 2.79 -3.56
H -5.69 1.58 -2.84
H -5.44 -0.48 -1.44
H -3.21 -1.20 -0.72
*
```

[8]
Formula: C3H6N2OS
Source: the Open Molecules 2025 dataset
Level of theory: ωB97M-V/def2-TZVPD

SMILES: [H]/N=C(/NC=O)SC
Strongest force on any atom, eV Å⁻¹: 1.82
Molecular weight, g mol⁻¹: 118.2
Frontier orbital gap, eV: 10.0469
E, eV: -19070.891
HOMO level, eV: -9.51

```
! RIJCOSX wB97M-V def2-TZVPD def2/J DEFGRID3
* xyz 0 1
H 0.53 1.63 -0.13
N -0.38 1.22 -0.03
C -0.30 -0.06 -0.11
N -1.50 -0.75 -0.10
C -2.74 -0.08 0.12
O -3.81 -0.60 -0.10
S 1.11 -1.08 0.04
C 2.57 -0.01 -0.07
H -1.55 -1.77 0.01
H -2.49 0.95 0.52
H 2.68 0.57 0.83
H 3.39 -0.73 -0.13
H 2.49 0.72 -0.85
*
```